1.
A structure of composition C48H45F3N4O5S3. Source: OMol25; level of theory: wB97M-V/def2-TZVPD.

XYZ file:
```
108
Properties=species:S:1:pos:R:3:forces:R:3
C -3.87785 1.29977 1.85633 -0.4 0.1 0.1
C -2.50880 1.71301 1.41742 0.4 -0.3 0.3
C -1.42950 1.55051 2.29860 0.4 0.5 -0.2
C -0.12437 1.93479 1.94207 -1.1 -0.4 0.2
C 0.98014 1.83746 2.93906 0.3 0.1 0.3
C 0.06502 2.40144 0.64847 -0.8 -0.3 -0.4
N 1.39603 2.62281 0.19793 2.0 1.0 -0.4
C 2.41004 1.70519 0.12859 -0.3 1.0 0.9
C 2.20100 0.27129 0.41780 0.4 -3.4 0.8
C 0.85824 -0.44801 0.08512 4.1 2.2 -0.6
C 0.42882 -1.37773 1.10242 0.3 -0.1 1.2
C 0.44895 -0.28192 -1.24597 -1.3 0.2 -1.1
C 1.16876 0.43408 -2.26032 0.9 0.2 0.4
C 0.67656 0.61913 -3.53504 0.6 0.3 -0.1
C -0.56216 0.08763 -3.90690 -0.4 -0.4 0.5
C -1.28626 -0.64023 -2.96846 -0.4 0.5 -0.2
C -0.78972 -0.82118 -1.69287 0.2 -0.4 1.1
O 3.14846 -0.33205 0.98474 -1.8 1.6 -0.9
N 3.55916 2.38411 0.01248 -1.1 1.0 -0.7
C 4.96373 2.09909 0.05220 1.9 -0.1 -0.3
C 5.57677 1.23036 -0.88376 -0.7 0.6 0.6
C 4.76644 0.40386 -1.82185 -0.1 -0.3 -0.6
C 6.95847 1.18389 -0.97529 0.4 0.4 0.4
C 7.77993 2.01628 -0.21251 -0.9 0.2 0.5
C 9.26791 2.01997 -0.38771 0.2 0.0 0.0
C 7.15518 2.85865 0.72684 0.5 0.0 0.0
C 5.76834 2.93289 0.88421 0.0 -1.1 -1.0
C 5.22195 3.87118 1.88739 -0.2 0.5 0.5
N 3.29534 3.73870 -0.18635 -1.5 -0.9 0.4
C 1.98855 3.86695 -0.01777 0.8 -1.0 0.3
C 1.31553 5.15874 -0.01301 0.1 1.6 -0.4
C 1.85816 6.13744 -0.89219 -0.9 -0.3 0.6
C 1.24815 7.39398 -0.98176 0.4 -0.5 0.0
C 0.15172 7.70088 -0.17867 0.0 -0.4 0.1
C -0.33351 6.76850 0.74496 0.1 0.0 0.0
C 0.25437 5.51248 0.84792 0.3 -0.8 0.0
C -0.98388 2.60327 -0.24874 -0.3 -0.3 0.0
C -0.75591 3.17049 -1.61819 0.2 0.5 -0.3
C -2.27163 2.23169 0.14904 0.5 0.3 0.3
H -4.63242 1.67550 1.15189 0.1 -0.2 0.2
H -3.96619 0.20618 1.90487 0.1 0.3 0.0
H -4.10601 1.70400 2.85623 0.1 -0.2 -0.3
H -1.60811 1.14106 3.29918 0.1 0.2 -0.4
H 1.53650 2.78493 3.02577 -0.1 -0.3 -0.1
H 0.54465 1.62470 3.91390 0.1 0.0 0.0
H 1.69102 1.04044 2.70757 0.0 0.1 0.1
H 0.22419 -2.38293 0.69538 -0.2 0.2 0.4
H 1.22242 -1.47558 1.88112 -0.5 0.0 -0.6
H -0.45571 -0.93672 1.62228 0.3 -0.5 -0.3
H 2.16592 0.84198 -1.99844 -0.8 -0.3 -0.4
H 1.25819 1.19803 -4.27411 -0.3 -0.4 0.5
H -0.96928 0.22918 -4.89449 0.1 -0.1 -0.2
H -2.25411 -1.08620 -3.20656 0.3 0.2 -0.1
H -1.40076 -1.38276 -0.90456 0.9 0.3 -1.6
H 5.45203 -0.15363 -2.47545 -0.3 0.1 0.2
H 4.14083 -0.31943 -1.28847 0.1 0.1 -0.2
H 4.13191 1.02162 -2.48184 0.2 -0.2 0.3
H 7.41922 0.51000 -1.68528 -0.1 0.0 -0.1
H 9.71801 2.87167 0.13306 0.0 -0.2 -0.1
H 9.71756 1.10232 0.00884 -0.1 0.1 0.0
H 9.52954 2.08222 -1.44833 0.0 0.0 0.1
H 7.79420 3.51259 1.36452 -0.6 -0.6 -0.6
H 6.04645 4.43822 2.30420 0.0 0.1 0.2
H 4.52396 4.57843 1.44331 0.1 0.0 0.2
H 4.72479 3.35360 2.71415 0.0 0.0 -0.1
H 2.72964 5.86780 -1.48351 -0.2 0.2 0.0
H 1.65249 8.11534 -1.68863 -0.2 0.0 0.2
H -0.32329 8.66906 -0.25989 0.0 0.0 0.0
H -1.17845 7.01469 1.39637 0.4 0.0 -0.3
H -0.08751 4.78202 1.60309 0.1 0.6 -0.6
H -1.63109 2.97311 -2.24287 0.2 0.1 0.0
H -0.59258 4.27581 -1.58660 -0.2 -0.8 0.0
H 0.11508 2.70762 -2.10957 -0.4 0.3 0.2
H -3.09806 2.36445 -0.53979 0.0 0.0 0.0
F -3.67509 -1.61325 -1.45132 -0.4 -0.5 1.6
C -3.76550 -2.17137 -0.13411 -3.8 0.5 -2.2
F -4.74611 -1.38779 0.51507 1.6 -0.9 -0.8
F -4.45923 -3.35963 -0.35244 1.8 1.8 0.5
S -2.15487 -2.04759 0.53678 -1.7 -2.0 1.9
N -2.81779 -4.26898 1.44179 1.3 1.3 -1.2
S -3.63878 -4.40316 2.76583 -2.6 -1.3 1.0
C -5.16648 -5.20294 2.18799 0.3 0.3 0.1
C -6.35150 -4.48473 2.16202 -0.9 0.2 -0.2
C -7.53904 -5.09069 1.70153 1.2 -0.8 0.0
C -7.49399 -6.43297 1.26703 -0.2 0.7 0.1
C -6.29228 -7.14067 1.29340 0.1 0.5 0.2
C -5.12970 -6.52046 1.76925 -0.1 -0.7 -0.3
O -3.03268 -5.30970 3.69005 0.4 0.0 0.2
O -4.08272 -3.11900 3.21766 0.5 0.7 -0.1
S -1.65812 -5.22817 0.94975 3.3 -0.3 -1.2
C -1.75204 -5.13716 -0.85107 -0.4 0.7 -0.5
C -2.88142 -5.69887 -1.47887 1.0 0.7 0.2
C -3.10946 -5.41441 -2.82154 -0.7 -0.6 0.0
C -2.23583 -4.62038 -3.54477 0.4 0.3 0.2
C -1.07518 -4.13429 -2.94079 0.6 0.0 -0.2
C -0.79682 -4.42069 -1.60534 -0.9 -0.3 0.5
O -0.30331 -4.73642 1.28934 -2.1 -0.2 -0.3
O -1.93647 -6.60544 1.20791 -0.4 -0.7 0.7
H -6.36938 -3.44094 2.48810 0.1 -0.4 -0.1
H -8.46655 -4.53594 1.68293 0.0 0.0 0.0
H -8.41459 -6.90467 0.90928 0.4 0.1 0.1
H -6.25933 -8.16858 0.94789 0.0 0.1 0.1
H -4.19151 -7.07446 1.80078 -0.2 0.2 0.0
H -3.53279 -6.33137 -0.89438 -0.2 0.1 0.0
H -4.00796 -5.83070 -3.30303 0.5 0.3 0.2
H -2.44460 -4.37312 -4.57908 0.0 -0.1 0.0
H -0.35448 -3.51596 -3.50688 -0.5 -0.5 0.3
H 0.11238 -4.08422 -1.11436 -0.2 0.1 -0.1
```
Forces are in eV/Å.

The relative energy (zero: lowest compared OMol25 entry of this formula, charge and spin) is 309.8 kJ/mol. The net charge is 0.

Atom charges from the Löwdin analysis, given in e for atoms 1 to 6: atom 1 (C): -0.035, atom 2 (C): -0.248, atom 3 (C): 0.016, atom 4 (C): -0.209, atom 5 (C): -0.004, atom 6 (C): -0.179


2.
The molecule CH5BrSi. Source: OMol25; level of theory: wB97M-V/def2-TZVPD.

XYZ file:
```
8
Properties=species:S:1:pos:R:3:forces:R:3
C 0.24879 -1.16943 -0.10911 0.4 4.2 2.6
Si -0.27393 1.05216 -0.17559 2.4 -4.7 0.3
Br 0.07410 1.48151 1.93532 0.5 0.6 0.6
H -0.28643 -1.65358 -0.85439 -1.2 -1.2 -0.9
H 1.34372 -1.31511 -0.25614 -0.8 0.4 0.3
H -0.08117 -1.23746 0.99143 0.5 -0.8 -1.9
H -1.60809 1.35669 -0.29570 -2.2 0.4 -0.6
H 0.58302 1.48521 -1.23581 0.5 1.0 -0.3
```
Forces are in eV/Å.

As for the structure (SMILES): C[SiH2]Br. The relative energy (zero: lowest compared OMol25 entry of this formula, charge and spin) is 116.2 kJ/mol. The net charge is 0.

Atom charges from the Löwdin analysis, given in e for atoms 1 to 6: atom 1 (C): -0.212, atom 2 (Si): 0.249, atom 3 (Br): 0.275, atom 4 (H): -0.060, atom 5 (H): 0.005, atom 6 (H): -0.013


3.
A cluster of 4 separate species, C21H53N3O3S in total. Source: OMol25; level of theory: wB97M-V/def2-TZVPD.

XYZ file:
```
81
Properties=species:S:1:pos:R:3:forces:R:3
C 2.56747 -4.22244 -16.34594 -0.3 -0.1 0.4
C 2.87719 -3.34593 -15.14701 -0.3 1.4 1.4
N 4.17271 -2.71917 -15.13958 1.4 -0.1 -1.6
C 4.30828 -1.72046 -16.20461 1.3 -0.9 -0.3
C 5.74709 -1.61451 -16.66627 0.9 -0.3 -0.3
C 4.73879 -2.33909 -13.86228 -1.1 -0.7 0.1
C 4.01207 -1.15725 -13.23808 0.8 1.1 0.4
H 3.37338 -4.93600 -16.51752 0.2 0.3 -0.3
H 2.33499 -3.59534 -17.20664 0.3 -0.3 -0.2
H 1.69135 -4.85139 -16.18802 -0.2 0.2 0.2
H 2.25688 -2.45826 -15.02313 -1.5 -0.2 -0.7
H 2.73705 -3.78903 -14.16105 0.1 -0.8 -0.2
H 3.90473 -2.12139 -17.13439 -0.9 0.0 0.4
H 3.90787 -0.71887 -16.04780 -0.5 0.1 0.5
H 6.05729 -2.59459 -17.02868 -0.1 -0.1 -0.2
H 5.78989 -0.92562 -17.50989 0.2 0.1 0.1
H 6.53935 -1.38461 -15.95383 -0.4 0.5 0.3
H 5.81304 -2.20457 -13.98874 0.0 0.4 0.2
H 4.61478 -3.20578 -13.21300 0.1 -0.1 0.1
H 4.31379 -0.95343 -12.21069 0.1 -0.3 0.2
H 2.92284 -1.19816 -13.23447 0.1 -0.3 -0.2
H 4.32656 -0.24733 -13.74920 -0.3 0.2 -0.2
C 11.93069 -5.67957 -12.91854 1.3 1.3 -0.6
C 13.37309 -5.49430 -13.56958 -1.6 -0.1 1.1
N 14.44117 -6.21570 -12.90036 -0.2 -0.6 0.1
C 15.75816 -5.77373 -13.34514 -1.9 -0.2 -1.2
C 15.82405 -6.05232 -14.85611 1.6 -1.0 0.3
C 14.40824 -6.10500 -11.46197 0.3 -0.3 0.4
C 14.56452 -4.67256 -10.93930 -1.2 -0.6 0.6
H 11.42712 -6.62051 -13.14025 0.3 0.0 0.3
H 11.33892 -4.86117 -13.32855 -0.2 -0.1 -0.4
H 11.95960 -5.39136 -11.86773 -0.1 -0.7 0.1
H 13.24001 -5.74422 -14.62217 0.5 -0.2 0.1
H 13.62566 -4.43544 -13.51369 -0.3 0.5 -0.2
H 15.85666 -4.69606 -13.21464 0.4 0.3 0.1
H 16.44907 -6.30006 -12.68657 0.5 0.0 -0.6
H 15.69895 -5.19380 -15.51594 -0.1 0.0 0.2
H 16.81551 -6.48507 -14.98968 0.3 0.3 -0.6
H 15.18503 -6.87648 -15.17314 -0.4 0.2 0.2
H 15.22854 -6.72619 -11.10234 0.2 0.0 0.1
H 13.53174 -6.60531 -11.05023 -0.2 0.3 -0.1
H 15.12065 -4.04067 -11.63177 0.2 0.0 0.6
H 14.92793 -4.72458 -9.91298 0.6 0.4 -0.2
H 13.55901 -4.26853 -10.82182 0.0 0.4 -0.2
C 13.08912 -1.43747 -12.66365 0.4 1.5 1.2
C 12.96533 -1.08593 -14.13000 0.9 -2.1 0.2
N 11.86247 -1.81664 -14.70320 -1.9 0.6 1.0
C 12.07354 -2.07540 -16.09727 1.1 -1.0 -0.7
C 13.04571 -3.28399 -16.22327 0.0 -0.9 -0.9
C 10.52980 -1.21118 -14.30406 0.5 0.1 -1.5
C 9.28399 -2.09175 -14.65929 2.0 0.2 0.8
H 13.32383 -2.43421 -12.29012 -0.3 -0.4 -1.0
H 12.20408 -1.10152 -12.12335 0.1 0.0 0.2
H 13.93520 -0.86996 -12.27611 0.0 0.4 0.3
H 13.05556 -0.02565 -14.36615 -0.7 0.5 0.3
H 13.87673 -1.47742 -14.58188 0.0 -0.1 -0.3
H 11.13611 -2.23081 -16.63129 0.1 -0.3 0.1
H 12.56532 -1.25756 -16.62395 0.0 0.6 0.0
H 13.90774 -3.27858 -15.55620 -0.3 0.4 0.4
H 12.59134 -4.26910 -16.11744 -0.6 0.2 0.6
H 13.53303 -3.44922 -17.18417 -0.3 0.8 -0.5
H 10.42287 -0.28058 -14.86142 -0.1 0.5 -0.2
H 10.59255 -0.89721 -13.26215 -0.2 -0.5 0.0
H 8.34040 -1.56289 -14.52496 0.2 0.0 0.0
H 9.37098 -2.94045 -13.98087 -0.5 -0.3 -0.2
H 9.43667 -2.42223 -15.68670 -0.5 -0.1 0.1
O 14.60349 -3.05504 -19.29927 2.3 2.8 -0.1
S 15.41588 -1.79866 -19.21533 -2.5 -2.8 0.4
O 14.76527 -0.63123 -18.65890 1.2 -0.9 -0.9
O 16.69274 -2.07948 -18.26558 -1.6 2.1 -1.2
C 17.42278 -3.24211 -18.45194 3.4 -0.7 0.9
C 18.95690 -2.85358 -18.18164 -0.2 -0.6 0.7
C 16.14287 -1.41899 -20.85923 -0.2 0.5 1.6
H 17.53595 -3.64887 -19.45685 -1.1 0.2 -0.2
H 16.97069 -3.94617 -17.75336 0.6 -0.5 -0.3
H 19.25278 -1.93316 -18.68501 -0.4 -0.1 -0.3
H 19.66117 -3.63679 -18.46216 -0.4 -0.3 -0.7
H 19.32105 -2.72151 -17.16279 -1.0 0.3 0.5
H 16.87431 -0.67288 -20.54869 0.0 0.2 -0.5
H 15.29840 -0.96801 -21.38036 0.2 -0.1 -0.2
H 16.63327 -2.22670 -21.40256 -0.4 -0.2 0.4
```
Forces are in eV/Å.

As for the structure (SMILES): CCOS(C)(=O)=O.CCN(CC)CC.CCN(CC)CC.CCN(CC)CC. The relative energy (zero: lowest compared OMol25 entry of this formula, charge and spin) is 243.6 kJ/mol. The net charge is 0.

Atom charges from the Löwdin analysis, given in e for atoms 1 to 6: atom 1 (C): -0.076, atom 2 (C): -0.275, atom 3 (N): -0.217, atom 4 (C): -0.257, atom 5 (C): -0.097, atom 6 (C): -0.241


no.,maximum force (eV Å⁻¹),E_HOMO (eV)
1,4.7,-6.7
2,5.3,-9.4
3,3.8,-7.9